Computed, not measured: a molecular structure, C45H99Br2Cl2NO21 at a distorted geometry, with ωB97M-V/def2-TZVPD.

Last column: Löwdin charge in e.
Atoms and positions in Å:
C1 6.9009 -2.1600 -0.6633  -0.14
C2 5.5568 -2.6373 0.1408  -0.23
C3 4.9404 -1.3446 0.8783  -0.17
C4 3.4242 -0.9860 0.4523  -0.20
O1 2.6330 -2.1387 0.0604  -0.08
C5 1.4269 -1.7051 -0.6656  -0.34
O2 0.3692 -2.5068 -0.1365  -0.07
C6 -0.0359 -2.0830 1.1918  -0.11
C7 -1.3227 -1.1233 1.0359  -0.17
O3 -2.3781 -1.3883 1.9948  -0.19
C8 -3.6431 -0.8095 1.5419  -0.23
C9 -3.5363 0.7643 1.1510  -0.08
O4 1.7324 -1.8718 -2.0421  -0.03
C10 0.7853 -1.4014 -2.9846  -0.36
C11 -0.6331 -2.1767 -3.0301  -0.01
C12 -0.5053 -3.7736 -2.9038  -0.62
O5 -1.2654 -4.3917 -2.0986  -0.02
Cl1 0.6392 -4.8187 -3.8830  0.64
O6 1.3951 -1.7338 -4.3090  -0.07
C13 2.7456 -2.1381 -4.0685  -0.26
N1 3.8910 -2.5371 -4.0174  0.16
C14 0.6166 0.2352 -3.0757  -0.58
Cl2 2.2352 0.9167 -2.6002  0.85
C15 -0.5485 0.7689 -2.0574  -0.09
C16 -0.7949 2.3497 -2.1226  -0.15
O7 0.2513 3.1795 -1.5722  -0.07
C17 0.3566 3.0959 -0.1664  -0.35
O8 -0.3891 2.4557 0.6226  0.02
C18 1.5469 3.9743 0.5092  -0.11
C19 1.8487 5.3402 -0.2991  -0.11
O9 0.1010 0.4916 -4.3734  -0.23
C20 0.8820 1.2066 -5.3181  -0.29
C21 0.7067 2.8361 -5.2732  -0.15
O10 1.5340 3.4855 -4.2856  -0.16
C22 2.6318 4.1570 -4.9882  -0.20
O11 3.4833 4.7716 -3.9757  -0.14
C23 4.8744 4.4405 -4.2125  -0.16
C24 5.2918 2.9812 -3.6334  -0.18
O12 5.1097 1.9278 -4.6524  -0.14
C25 0.2073 0.8477 -6.7782  -0.53
Br1 -1.6327 0.0870 -6.3935  0.73
C26 0.9789 -0.2351 -7.6620  -0.70
C27 2.5823 -0.1575 -7.6748  -0.14
Br2 0.3573 -2.1465 -7.3995  0.58
H1 7.1434 -2.9102 -1.5152  0.08
H2 7.8031 -2.0183 0.0423  0.07
H3 6.6554 -1.1680 -1.1875  0.06
H4 5.8195 -3.3985 0.9546  0.10
H5 4.8802 -3.1049 -0.6551  0.11
H6 5.0040 -1.3948 2.0328  0.11
H7 5.6056 -0.4426 0.5741  0.10
H8 3.4950 -0.1677 -0.3538  0.09
H9 2.9420 -0.4680 1.3762  0.13
H10 1.3503 -0.5777 -0.3902  0.15
H11 0.8015 -1.6590 1.8412  0.12
H12 -0.4104 -3.0373 1.7348  0.15
H13 -0.9219 -0.0336 1.1084  0.11
H14 -1.8017 -1.2284 -0.0165  0.12
H15 -4.0974 -1.3844 0.6500  0.12
H16 -4.4399 -0.8778 2.3839  0.10
H17 -4.4430 1.3846 1.4800  0.07
H18 -2.6115 1.2099 1.6905  0.08
H19 -3.4316 0.8238 -0.0004  0.07
H20 -1.3483 -1.8505 -2.1795  0.13
H21 -1.1065 -1.9480 -4.0487  0.13
H22 -0.3615 0.4884 -0.9691  0.09
H23 -1.5670 0.2851 -2.3391  0.14
H24 -1.0951 2.6047 -3.2037  0.13
H25 -1.7516 2.5559 -1.4946  0.14
H26 2.5281 3.3806 0.5517  0.12
H27 1.2327 4.2528 1.5698  0.10
H28 2.8670 5.3064 -0.8327  0.08
H29 1.8968 6.2484 0.4169  0.07
H30 1.0682 5.6037 -1.0942  0.08
H31 2.0066 1.0278 -5.3407  0.14
H32 -0.4173 3.1221 -5.1970  0.15
H33 1.0399 3.2687 -6.3016  0.13
H34 3.2252 3.3730 -5.5836  0.13
H35 2.2547 4.9652 -5.7212  0.15
H36 5.0607 4.5139 -5.3475  0.14
H37 5.5475 5.2000 -3.6699  0.14
H38 6.4247 3.0098 -3.4239  0.11
H39 4.7004 2.7116 -2.6883  0.11
H40 5.7924 1.2420 -4.4890  0.09
H41 0.0043 1.7697 -7.4180  0.10
H42 0.6635 -0.0283 -8.7627  0.10
H43 2.8695 0.9656 -7.7290  0.10
H44 2.9988 -0.6943 -8.6108  0.09
H45 2.9702 -0.6733 -6.7303  0.07
C28 0.4870 -1.2267 5.9240  -0.09
C29 -0.1422 -2.0315 4.8042  -0.31
O13 0.8709 -2.5883 3.9757  -0.11
H46 1.1084 -0.4241 5.5172  0.08
H47 -0.2794 -0.7877 6.5677  0.07
H48 1.1401 -1.8576 6.5343  0.07
H49 -0.7767 -1.3936 4.1843  0.11
H50 -0.7564 -2.8449 5.2032  0.10
H51 1.4216 -3.1580 4.5314  0.08
C30 -5.9830 -1.3016 -6.7302  -0.09
C31 -4.9007 -1.7967 -5.7918  -0.32
O14 -4.2919 -0.6989 -5.1219  -0.17
H52 -5.5648 -0.6110 -7.4675  0.08
H53 -6.4555 -2.1351 -7.2557  0.08
H54 -6.7519 -0.7521 -6.1787  0.07
H55 -4.1242 -2.3258 -6.3489  0.11
H56 -5.3147 -2.4798 -5.0432  0.11
H57 -4.9831 -0.2409 -4.6240  0.07
C32 10.1941 2.1934 -1.1386  -0.09
C33 9.3315 2.1844 -2.3846  -0.32
O15 8.8015 3.4832 -2.6247  -0.10
H58 9.6118 2.5154 -0.2712  0.08
H59 10.6032 1.1999 -0.9397  0.08
H60 11.0226 2.8998 -1.2465  0.07
H61 8.4934 1.4940 -2.2643  0.11
H62 9.9116 1.8741 -3.2595  0.11
H63 9.5483 4.0866 -2.7390  0.09
C34 -7.5381 0.0540 4.8731  -0.08
C35 -6.6965 -0.8019 3.9467  -0.30
O16 -5.3304 -0.4073 4.0187  -0.10
H64 -7.4496 1.1111 4.6060  0.06
H65 -8.5907 -0.2353 4.8230  0.08
H66 -7.1956 -0.0427 5.9077  0.07
H67 -7.0276 -0.6856 2.9120  0.10
H68 -6.7717 -1.8600 4.2166  0.12
H69 -5.0407 -0.5212 4.9345  0.10
C36 -0.8139 -7.2792 5.5463  -0.08
C37 -0.5966 -5.7894 5.3713  -0.32
O17 0.6371 -5.4010 5.9654  -0.11
H70 -0.8210 -7.5442 6.6071  0.07
H71 -1.7606 -7.5907 5.0986  0.08
H72 -0.0017 -7.8460 5.0815  0.08
H73 -1.3984 -5.2272 5.8551  0.11
H74 -0.5764 -5.5188 4.3111  0.11
H75 1.3415 -5.8969 5.5253  0.09
C38 2.1817 7.1312 4.9344  -0.10
C39 1.5238 6.3286 3.8297  -0.32
O18 2.5126 5.7726 2.9708  -0.10
H76 2.7922 7.9344 4.5135  0.08
H77 1.4323 7.5687 5.5985  0.07
H78 2.8503 6.4991 5.5263  0.07
H79 0.8740 6.9678 3.2278  0.11
H80 0.9200 5.5149 4.2440  0.11
H81 3.0782 5.2014 3.5085  0.09
C40 -6.8285 0.0897 -2.0671  -0.09
C41 -6.9730 -0.8383 -0.8767  -0.31
O19 -6.7329 -0.1276 0.3305  -0.11
H82 -5.8260 0.5260 -2.0936  0.07
H83 -7.0056 -0.4461 -3.0038  0.06
H84 -7.5364 0.9210 -1.9982  0.08
H85 -6.2497 -1.6549 -0.9388  0.11
H86 -7.9787 -1.2699 -0.8373  0.11
H87 -7.3842 0.5898 0.3827  0.05
C42 -8.2764 4.0719 2.3848  -0.09
C43 -8.5654 2.6442 1.9667  -0.30
O20 -7.3475 1.9383 1.7554  -0.11
H88 -7.6865 4.5837 1.6199  0.08
H89 -9.2038 4.6271 2.5453  0.08
H90 -7.6893 4.0935 3.3078  0.07
H91 -9.1330 2.6267 1.0333  0.12
H92 -9.1460 2.1220 2.7340  0.11
H93 -6.8548 1.9503 2.5881  0.08
C44 1.4942 -6.5839 8.8062  -0.10
C45 0.4250 -6.8343 9.8508  -0.32
O21 0.8544 -7.8373 10.7641  -0.09
H94 1.7183 -7.5033 8.2581  0.08
H95 1.1734 -5.8186 8.0952  0.05
H96 2.4269 -6.2584 9.2775  0.07
H97 -0.4974 -7.1798 9.3787  0.11
H98 0.2045 -5.9201 10.4113  0.11
H99 1.6653 -7.5209 11.1845  0.08

Forces on atoms 1 to 3 (eV/Å):
C -0.55 -0.46 -0.18
C 1.06 0.68 -0.19
C -0.19 0.16 -0.18

## Properties
M = 1220.99 g mol⁻¹
E_tot = -257874.7788 eV
HOMO = -9.015 eV
LUMO = 0.47 eV
HOMO-LUMO gap = 9.5 eV
Total charge = 0